51
Properties=species:S:1:pos:R:3 method="wB97M-V/def2-TZVPD" orbital_gap_ev=8.66 homo_ev=-8.81 smiles="N#CCCN(C(=O)COC(=O)c1ccc2c(=O)n3c(nc2c1)CCC3)c1ccccc1" molar_mass_g_mol=416.4 energy_ev=-38327.80401 charge=0
N -2.5276 -1.7542 -3.6218
C -2.1820 -0.7794 -4.1089
C -1.7738 0.4469 -4.7438
C -2.4505 1.6804 -4.1201
N -1.8522 2.0769 -2.8597
C -0.9815 3.1116 -2.8600
O -0.6444 3.6779 -3.8803
C -0.4778 3.5956 -1.5011
O 0.0558 2.5593 -0.6925
C -0.4697 2.3987 0.5326
O -1.3525 3.0913 0.9750
C 0.1483 1.2673 1.2648
C -0.3957 0.9237 2.5101
C 0.1199 -0.1347 3.2171
C 1.1888 -0.8698 2.6990
C 1.7373 -2.0012 3.4520
O 1.3489 -2.4049 4.5281
N 2.7988 -2.6026 2.7966
C 3.2680 -2.1925 1.5857
N 2.8014 -1.2137 0.9067
C 1.7451 -0.5238 1.4509
C 1.2112 0.5549 0.7408
C 4.4058 -3.0749 1.1765
C 4.8125 -3.7529 2.4901
C 3.5254 -3.7436 3.3197
C -2.3062 1.3995 -1.6890
C -3.4210 1.8765 -1.0138
C -3.8799 1.2109 0.1088
C -3.2354 0.0682 0.5498
C -2.1264 -0.4084 -0.1280
C -1.6575 0.2547 -1.2473
H -0.6877 0.5503 -4.6751
H -2.0477 0.3836 -5.8006
H -2.3296 2.5250 -4.8044
H -3.5143 1.4835 -3.9584
H -1.3024 4.0817 -0.9623
H 0.3141 4.3268 -1.6900
H -1.2229 1.5049 2.8865
H -0.2796 -0.4246 4.1773
H 1.6436 0.8147 -0.2111
H 5.2057 -2.5036 0.7113
H 4.0410 -3.8011 0.4464
H 5.1938 -4.7601 2.3413
H 5.5815 -3.1624 2.9894
H 3.6884 -3.6168 4.3912
H 2.9315 -4.6512 3.1676
H -3.9153 2.7710 -1.3640
H -4.7394 1.5898 0.6400
H -3.5939 -0.4496 1.4263
H -1.6193 -1.2969 0.2158
H -0.7806 -0.1027 -1.7648


53
Properties=species:S:1:pos:R:3 method="wB97M-V/def2-TZVPD" orbital_gap_ev=8.17 homo_ev=-7.72 smiles="COc1cc(NC(=O)CSc2nc3ccccc3c(=O)n2C)ccc1NC(=O)c1ccco1" molar_mass_g_mol=464.5 energy_ev=-51210.04688 charge=0
C 0.2225 1.4418 2.4740
O 1.1624 0.6751 1.7537
C 0.7354 -0.4635 1.1321
C -0.5623 -0.9366 1.1747
C -0.9099 -2.0852 0.4679
N -2.2438 -2.5055 0.3477
C -3.3425 -1.9016 0.8632
O -3.3382 -1.1385 1.8042
C -4.6333 -2.2311 0.1180
S -5.4576 -0.6377 -0.2236
C -4.0064 0.2852 -0.6402
N -3.0960 -0.3397 -1.2957
C -1.8958 0.2860 -1.4952
C -0.8754 -0.3795 -2.1828
C 0.3622 0.2070 -2.3063
C 0.6084 1.4698 -1.7671
C -0.3946 2.1519 -1.1188
C -1.6572 1.5701 -0.9782
C -2.7248 2.2776 -0.2842
O -2.6304 3.3892 0.1956
N -3.9259 1.5594 -0.1855
C -5.0332 2.1656 0.5200
C 0.0629 -2.7896 -0.2285
C 1.3670 -2.3327 -0.2584
C 1.7146 -1.1604 0.3950
N 2.9951 -0.6133 0.3709
C 4.0646 -0.9899 -0.3831
O 4.0791 -1.9128 -1.1758
C 5.2505 -0.1510 -0.1452
C 6.5027 -0.2372 -0.6990
C 7.2625 0.8010 -0.1196
C 6.4233 1.4429 0.7412
O 5.2080 0.8799 0.7354
H -0.5711 1.8174 1.8227
H 0.7828 2.2824 2.8799
H -0.2175 0.8677 3.2940
H -1.3225 -0.4129 1.7264
H -2.3887 -3.1750 -0.3950
H -5.3277 -2.7783 0.7548
H -4.4676 -2.7598 -0.8184
H -1.0785 -1.3534 -2.5979
H 1.1540 -0.3172 -2.8197
H 1.5880 1.9120 -1.8666
H -0.2371 3.1376 -0.7068
H -4.7334 3.1797 0.7809
H -5.9182 2.1881 -0.1160
H -5.2542 1.5997 1.4261
H -0.2009 -3.6872 -0.7677
H 2.1214 -2.8656 -0.8118
H 3.0998 0.2051 0.9574
H 6.8192 -0.9576 -1.4241
H 8.2881 1.0374 -0.3146
H 6.5702 2.2837 1.3904


55
Properties=species:S:1:pos:R:3 method="wB97M-V/def2-TZVPD" orbital_gap_ev="7.47 / 7.47" homo_ev="-11.26 / -11.26" molar_mass_g_mol=649.6 energy_ev=-83668.09279 charge=+1 multiplicity=2
Yb -0.1733 0.4803 -0.8008
N -4.0590 -2.0742 -0.4613
C -2.9635 -1.4629 -0.9205
N -1.9505 -1.1307 -0.1778
C -1.9822 -1.3969 1.1877
N -0.9453 -1.1523 1.9347
N 0.0696 -0.4602 1.3805
C 1.2579 -0.5458 1.8758
C 2.3086 0.2694 1.2799
C 3.5616 0.4161 1.8752
C 4.5061 1.2222 1.2588
C 4.1918 1.8226 0.0501
C 2.9270 1.6212 -0.4889
N 2.0005 0.8814 0.1136
C -3.1726 -1.9963 1.7608
C -3.3287 -2.2448 3.1275
C -4.4876 -2.8214 3.6007
C -5.5199 -3.1595 2.7278
C -5.3918 -2.9161 1.3752
C -4.2227 -2.3387 0.8890
H -4.8180 -2.3167 -1.0872
H -2.9094 -1.2272 -1.9814
H 1.5073 -1.2138 2.7001
H 3.7774 -0.0778 2.8098
H 5.4689 1.3850 1.7162
H 4.9060 2.4403 -0.4690
H 2.6326 2.0729 -1.4305
H -2.5189 -1.9800 3.7857
H -4.5996 -3.0082 4.6560
H -6.4193 -3.6198 3.1085
H -6.1874 -3.1639 0.6887
C -2.9261 -3.8903 -6.9231
C -1.9571 -3.0712 -6.1346
C -1.5772 -1.8019 -6.5610
C -0.8107 -0.9848 -5.7511
C -0.4062 -1.4512 -4.5132
C -0.7251 -2.7295 -4.0928
C -1.4850 -3.5419 -4.9119
S 0.0652 -0.2629 -3.2882
O 1.0283 0.7251 -3.6939
O 0.5147 -1.0194 -2.0733
N -1.3626 0.3176 -2.8788
C -1.6179 1.7400 -3.1186
C -1.1338 2.1943 -1.7540
O -1.8076 1.8398 -0.7384
O 0.0987 2.4102 -1.6038
H -2.9982 -3.5396 -7.9479
H -3.9114 -3.8111 -6.4608
H -2.6426 -4.9394 -6.9209
H -1.9196 -1.4288 -7.5134
H -0.5424 0.0147 -6.0507
H -0.3856 -3.0555 -3.1219
H -1.7537 -4.5361 -4.5844
H -2.6823 1.8991 -3.2858
H -1.0016 2.1520 -3.9224


51
Properties=species:S:1:pos:R:3 method="wB97M-V/def2-TZVPD" orbital_gap_ev=2.21 homo_ev=-13.35 molar_mass_g_mol=719.8 energy_ev=-176049.88521 charge=+2
C -2.0214 -1.8656 2.7801
C -0.6811 -2.1583 2.2914
C 0.3061 -1.1489 1.6431
C 1.3396 -1.7694 0.5947
C 1.2734 -3.3301 0.2757
C 0.0255 -3.6004 -0.7141
C -0.2766 -5.0646 -1.2229
C -1.4656 -5.3484 -2.2304
C -2.4203 -4.2133 -2.7515
C -2.1490 -2.7666 -2.2213
C -3.0885 -1.5116 -2.6408
C -0.9406 -2.4861 -1.2253
C 2.3911 -0.8725 -0.1590
C 2.3493 0.6442 0.1747
C 1.3271 1.2741 1.1789
C 0.3082 0.4159 1.9507
C -0.6944 1.0834 2.9954
C -2.1143 1.4400 2.3178
O -2.5853 0.8594 1.3121
Br -3.1676 2.8747 3.2080
C 1.6158 2.8439 1.1656
O 0.8559 3.5741 1.8440
N 2.7483 3.1549 0.2783
C 2.4757 3.9936 -0.9489
C 1.5396 5.2727 -0.7038
C 1.9879 6.2175 0.5127
Br 1.6725 6.3826 -2.3851
C 3.2015 1.8862 -0.3556
O 4.0745 1.6743 -1.2235
H -2.1293 -1.4076 3.8245
H -2.9920 -2.1231 2.2023
H -0.3022 -3.2432 2.4230
H 2.2213 -3.6039 -0.3334
H 1.2857 -4.0147 1.1916
H 0.3370 -5.9799 -0.8959
H -1.6891 -6.4212 -2.5932
H -3.3117 -4.4016 -3.5013
H -3.5658 -1.6392 -3.6680
H -3.8298 -1.2548 -1.8016
H -2.3583 -0.6113 -2.6897
H -0.8317 -1.3919 -0.8964
H 3.1366 -1.2737 -0.9219
H -0.8936 0.3237 3.8393
H -0.2708 2.0361 3.4667
H 3.4872 4.3545 -1.3750
H 2.0023 3.3462 -1.7770
H 0.4197 4.9870 -0.6441
H 2.8098 6.9698 0.2049
H 2.2983 5.6562 1.4630
H 1.0736 6.8592 0.8137
Hg -4.7849 -4.6223 -4.0722